Computed, not measured: a molecular structure, C29H67BrFN6O8PSi2 in a non-equilibrium geometry, with ωB97M-V/def2-TZVPD.

* LUMO energy: 0.074 eV
* charge: 0
* F_max: 2.3 eV Å⁻¹
* E: -5669.98778 a.u.
* HOMO: -8.25 eV

```
115
C29H67BrFN6O8PSi2, DFT ωB97M-V/def2-TZVPD
C -2.850 -3.741 -4.885
C -2.375 -2.978 -3.637
N -1.340 -1.961 -3.873
C 0.012 -2.526 -3.903
C 1.140 -1.525 -3.694
Si 1.172 -0.582 -2.053
C 0.263 1.070 -2.140
C -1.276 0.954 -2.252
C -2.025 1.954 -1.366
C -1.576 3.399 -1.605
C -3.508 1.854 -1.758
O 2.797 -0.208 -1.834
Si 3.243 0.468 -0.358
C 5.087 0.140 -0.131
C 5.512 0.290 1.335
C 4.898 -0.761 2.258
F 4.508 -1.909 1.588
P 0.415 -1.825 -0.320
O -0.893 -2.681 -0.880
Br -0.527 -0.377 1.160
C -1.595 -1.119 -4.940
C -2.979 -0.495 -4.978
O -0.802 -0.880 -5.804
H -3.263 -4.685 -4.550
H -2.066 -3.908 -5.612
H -3.675 -3.235 -5.366
H -2.007 -3.708 -2.937
H -3.235 -2.498 -3.177
H 0.067 -3.365 -3.226
H 0.160 -2.957 -4.900
H 2.058 -2.112 -3.684
H 1.231 -0.840 -4.527
H 0.655 1.562 -3.028
H 0.490 1.717 -1.294
H -1.550 1.204 -3.271
H -1.637 -0.033 -1.977
H -1.907 1.651 -0.333
H -0.925 3.757 -0.816
H -1.111 3.519 -2.579
H -2.433 4.064 -1.594
H -3.547 1.959 -2.838
H -3.891 0.858 -1.550
H -4.101 2.625 -1.287
H 3.082 1.933 -0.486
H 2.506 -0.091 0.784
H 5.663 0.780 -0.787
H 5.258 -0.884 -0.445
H 5.317 1.293 1.704
H 6.585 0.135 1.354
H 5.652 -1.060 2.976
H 4.039 -0.369 2.793
H -1.283 -3.110 -0.102
H -3.606 -1.042 -5.663
H -3.398 -0.510 -3.980
H -2.907 0.541 -5.279
C 5.934 -5.800 4.579
O 6.358 -6.250 5.629
N 4.906 -4.945 4.460
C 4.465 -4.454 3.167
C 4.213 -4.494 5.662
H 6.381 -6.071 3.604
H 4.543 -3.375 3.138
H 3.423 -4.741 3.002
H 5.078 -4.875 2.371
H 4.924 -3.991 6.321
H 3.802 -5.348 6.189
H 3.415 -3.814 5.397
C -5.695 6.052 -1.490
O -5.498 5.025 -2.116
N -5.899 6.117 -0.164
C -6.128 7.377 0.519
C -5.888 4.884 0.603
H -5.723 7.041 -1.979
H -5.348 7.532 1.270
H -7.102 7.360 1.007
H -6.107 8.195 -0.189
H -4.922 4.387 0.493
H -6.662 4.211 0.234
H -6.066 5.103 1.653
C 7.810 -3.558 0.855
O 7.914 -2.364 1.061
N 8.618 -4.501 1.374
C 8.440 -5.912 1.091
C 9.703 -4.085 2.247
H 7.016 -3.974 0.209
H 8.262 -6.457 2.021
H 9.337 -6.310 0.612
H 7.591 -6.059 0.427
H 9.300 -3.555 3.111
H 10.370 -3.408 1.711
H 10.261 -4.955 2.583
C -7.815 10.185 -0.926
O -8.271 9.077 -0.709
N -7.693 10.739 -2.145
C -7.139 12.065 -2.340
C -8.134 9.978 -3.303
H -7.453 10.841 -0.114
H -7.879 12.709 -2.819
H -6.253 12.007 -2.976
H -6.858 12.501 -1.383
H -9.194 9.740 -3.206
H -7.579 9.041 -3.364
H -7.971 10.556 -4.208
C 0.357 -4.739 6.491
O 1.545 -4.509 6.622
N -0.153 -5.657 5.649
C -1.578 -5.892 5.533
C 0.764 -6.435 4.833
H -0.415 -4.201 7.067
H -1.806 -6.929 5.789
H -1.904 -5.700 4.508
H -2.125 -5.235 6.206
H 1.451 -6.991 5.473
H 1.352 -5.768 4.200
H 0.206 -7.129 4.210
```

Atom charges from the Mulliken analysis, given in e for atoms 1 to 6: number 1, C, carries -1.239; number 2, C, carries -0.832; number 3, N, carries 0.780; number 4, C, carries -1.396; number 5, C, carries -0.895; number 6, Si, carries 0.573

---

Computed, not measured: 2 unconnected molecules or ions with the total composition C4H14N2O in a non-equilibrium geometry, with ωB97M-V/def2-TZVPD.

* energy above the lowest of the compared OMol25 structures with the same formula, charge and spin: 44.5 kcal per mole
* LUMO energy: 0.908 eV
* charge: 0
* F_max: 5.5 eV Å⁻¹
* E: -345.50531 a.u.
* HOMO: -9.26 eV

```
21
C4H14N2O, DFT ωB97M-V/def2-TZVPD
C 1.027 -1.600 1.717
N 0.314 -0.940 0.584
C -0.973 -0.349 0.978
C -1.720 0.253 -0.295
C -0.821 1.202 -1.117
N -0.988 2.529 -0.417
H 0.518 -2.420 2.312
H 1.388 -0.858 2.467
H 1.891 -2.100 1.232
H 0.162 -1.760 -0.017
H -1.656 -1.027 1.472
H -0.823 0.484 1.719
H -1.757 -0.753 -0.884
H -2.758 0.582 -0.015
H 0.162 0.946 -1.214
H -1.258 1.301 -2.143
H -1.926 2.801 -0.567
H -0.356 3.238 -0.738
O 2.732 -0.868 -1.234
H 1.979 -0.506 -0.621
H 2.221 -1.142 -2.001
```

Atom charges from the Mulliken analysis, given in e for atoms 1 to 6: number 1, C, carries -0.951; number 2, N, carries -0.224; number 3, C, carries -0.870; number 4, C, carries -0.614; number 5, C, carries -0.285; number 6, N, carries -0.600

---

Computed, not measured: a gas-phase ion, C5H8N3O (charge +1) in a non-equilibrium geometry, with ωB97M-V/def2-TZVPD.

* energy above the lowest of the compared OMol25 structures with the same formula, charge and spin: 76.7 kcal per mole
* LUMO energy: -4.209 eV
* charge: +1
* F_max: 4.3 eV Å⁻¹
* E: -434.47391 a.u.
* HOMO: -13.45 eV

```
17
C5H8N3O, DFT ωB97M-V/def2-TZVPD
N -1.647 0.307 -0.907
C -0.423 0.139 -0.234
C -0.455 -0.712 1.023
C 0.224 -1.263 -0.302
N 1.603 -1.531 -0.374
C 2.573 -0.782 -0.313
O 2.500 0.691 -0.060
C 1.550 1.544 0.257
N 0.307 1.397 0.106
H -2.451 -0.078 -0.569
H -1.814 0.743 -1.813
H -1.242 -1.404 1.249
H 0.118 -0.358 1.980
H -0.420 -1.957 -0.796
H 3.675 -0.879 -0.246
H 2.045 2.373 0.674
H -0.342 2.294 0.059
```

Atom charges from the Mulliken analysis, given in e for atoms 1 to 6: number 1, N, carries -0.521; number 2, C, carries 0.652; number 3, C, carries -0.826; number 4, C, carries -0.402; number 5, N, carries -0.364; number 6, C, carries 0.189

---

Q: Which value of LUMO energy does entry 2 give?
A: 0.908 eV

---

Q: Among the records above, which one has the lowest E?
A: C29H67BrFN6O8PSi2